No. 1
9
Properties=species:S:1:pos:R:3 method="wB97M-V/def2-TZVPD" homo_ev=-11.06 charge=0 multiplicity=1 smiles="O=Cn1cnnn1" orbital_gap_ev=10.21 de_lowest_kj_mol=108.31
O 2.11 0.44 -0.39
C 1.47 -0.60 0.00
N 0.02 -0.38 0.12
C -0.42 0.93 0.15
N -1.74 0.95 -0.21
N -2.11 -0.42 -0.27
N -1.14 -1.16 -0.13
H 1.90 -1.63 0.22
H -0.08 1.88 0.51

---

No. 2
23
Properties=species:S:1:pos:R:3 method="wB97M-V/def2-TZVPD" homo_ev=-13.08 charge=+1 multiplicity=1 smiles="CCSCn1nnc[n+]1CC(=O)I" orbital_gap_ev=8.53
C -2.83 -1.84 -2.31
C -1.50 -1.08 -2.17
S -1.07 -0.89 -0.41
C 0.69 -0.51 -0.63
N 1.36 -0.46 0.66
N 2.28 -1.29 1.02
N 2.68 -0.98 2.23
C 1.98 0.08 2.61
N 1.13 0.42 1.65
C 0.21 1.56 1.56
C 1.05 2.85 1.49
O 1.94 3.05 2.24
I 0.51 4.18 -0.06
H -3.67 -1.16 -2.41
H -2.79 -2.49 -3.18
H -3.01 -2.48 -1.44
H -1.57 -0.09 -2.61
H -0.68 -1.62 -2.65
H 1.19 -1.31 -1.17
H 0.86 0.44 -1.14
H 2.07 0.61 3.54
H -0.38 1.59 2.48
H -0.45 1.43 0.71

---

No. 3
14
Properties=species:S:1:pos:R:3 method="wB97M-V/def2-TZVPD" homo_ev=-9.37 charge=0 multiplicity=1 smiles="C[C@@H]1N=CCC1=O" orbital_gap_ev=10.26 de_lowest_kj_mol=73.97
C 0.65 1.57 -0.82
C -0.17 0.29 -0.80
N -1.27 0.53 0.15
C -1.19 -0.30 1.11
C -0.21 -1.43 0.94
C 0.62 -0.90 -0.23
O 1.70 -1.28 -0.59
H 1.32 1.64 -1.67
H 1.23 1.64 0.10
H -0.05 2.41 -0.83
H -0.51 0.05 -1.82
H -1.80 -0.17 2.01
H -0.73 -2.35 0.62
H 0.39 -1.70 1.82